Record 1
C35H54N4O6P2SSe4TeZr as an isolated structure. Source: the Open Molecules 2025 dataset; level of theory: ωB97M-V/def2-TZVPD.

The geometry in XYZ format:
```
108
Properties=species:S:1:pos:R:3:forces:R:3
Zr -0.820251 0.286296 0.418758 0.72 -0.28 -0.17
C 1.201682 -3.344437 2.202737 0.01 0.00 0.02
C 1.830134 -3.206736 0.813778 -0.02 -0.02 0.00
C 2.415587 -4.541998 0.348411 0.00 0.01 0.01
P 0.697693 -2.235459 -0.302828 -0.01 0.08 0.14
C 1.487765 -2.273056 -1.985368 -0.04 0.02 0.03
C 1.358838 -3.571319 -2.778846 0.01 0.01 0.00
C 2.938550 -1.797479 -1.903780 -0.02 -0.01 0.00
C -0.842207 -3.172632 -0.541717 0.00 0.05 0.00
C -1.108271 -4.499278 -0.222806 0.02 0.01 0.00
C -2.386538 -5.030845 -0.339086 -0.02 0.00 0.00
C -2.673517 -6.451661 0.071894 0.01 0.02 0.00
C -3.405729 -4.199241 -0.796056 0.01 0.00 0.00
C -3.159250 -2.877034 -1.116818 0.01 -0.04 -0.01
C -1.879420 -2.346982 -0.983959 -0.01 0.09 -0.10
N -1.624582 -0.980597 -1.283134 0.28 0.08 -0.04
C -1.759776 -0.676653 -2.636032 -0.02 -0.01 -0.02
C -1.765935 -1.660268 -3.640205 -0.01 -0.02 0.04
C -1.945670 -1.338634 -4.975885 -0.01 0.08 -0.03
C -2.145918 -0.028861 -5.386161 0.01 -0.10 0.02
C -2.341037 0.334286 -6.834750 0.01 0.00 0.02
C -2.140718 0.950307 -4.395931 0.00 0.06 -0.03
C -1.923403 0.661068 -3.058684 -0.09 0.08 -0.01
P -1.986326 1.854803 -1.692836 0.03 -0.06 0.10
C -3.803045 2.044827 -1.443145 -0.08 -0.08 0.08
C -4.433654 0.705010 -1.064706 0.01 0.01 0.07
C -4.596585 2.696858 -2.568357 0.02 -0.01 0.00
C -1.452141 3.579300 -2.175131 -0.05 -0.03 0.04
C -0.033361 3.939270 -1.734910 0.01 -0.03 -0.01
C -1.603442 4.026560 -3.630940 -0.03 0.04 0.05
H 1.961139 -3.659660 2.925204 0.01 -0.01 -0.01
H 0.402356 -4.088379 2.201749 -0.01 0.01 -0.01
H 0.752384 -2.410339 2.539319 -0.01 0.00 0.01
H 2.675099 -2.514359 0.913337 0.01 -0.03 0.00
H 1.649088 -5.293434 0.162082 0.01 0.00 -0.01
H 3.072491 -4.932080 1.132393 0.00 0.00 0.00
H 3.010841 -4.441236 -0.556828 0.01 0.01 0.00
H 0.919888 -1.497318 -2.508643 0.01 -0.01 -0.02
H 1.901410 -4.397238 -2.317275 0.00 0.00 -0.01
H 1.763460 -3.426802 -3.785684 0.00 0.01 0.00
H 0.316753 -3.873045 -2.876940 -0.01 -0.01 0.00
H 3.588670 -2.545237 -1.445162 0.01 -0.02 0.01
H 3.032889 -0.878817 -1.323212 0.02 -0.01 -0.01
H 3.320103 -1.592267 -2.906922 0.00 0.01 0.00
H -0.315748 -5.136761 0.146802 -0.01 -0.01 0.00
H -1.769687 -7.062016 0.035694 0.00 -0.01 0.00
H -3.419352 -6.910836 -0.579847 0.00 -0.01 0.00
H -3.059368 -6.492039 1.093881 0.00 -0.01 0.00
H -4.414285 -4.591216 -0.882727 0.00 0.00 0.00
H -3.958684 -2.227454 -1.450795 0.00 -0.01 0.00
H -1.633826 -2.698333 -3.368678 0.00 0.00 0.00
H -1.935331 -2.136821 -5.712589 0.00 0.00 0.00
H -2.586275 -0.547966 -7.428664 0.00 0.00 -0.01
H -1.439030 0.780859 -7.262934 0.00 0.00 -0.01
H -3.151311 1.056658 -6.958099 0.00 0.00 -0.01
H -2.322108 1.975033 -4.694497 0.02 -0.13 0.01
H -3.879306 2.699655 -0.568844 0.03 0.00 -0.03
H -4.485475 0.038287 -1.931225 0.01 0.01 0.00
H -5.446888 0.883443 -0.696681 -0.03 0.01 -0.03
H -3.884820 0.190172 -0.272842 -0.02 0.01 0.00
H -4.522811 2.131499 -3.501839 0.01 0.00 -0.01
H -4.286398 3.725442 -2.744898 0.02 0.05 -0.02
H -5.649320 2.728697 -2.274068 0.00 -0.01 -0.01
H -2.151371 4.151831 -1.550026 0.04 0.05 -0.02
H 0.693957 3.516112 -2.426299 0.04 -0.04 -0.03
H 0.196527 3.599224 -0.729687 0.03 -0.03 -0.07
H 0.076882 5.027379 -1.749264 0.00 0.00 0.00
H -0.894612 3.495651 -4.268137 0.01 -0.01 0.02
H -1.358194 5.091030 -3.688572 -0.02 0.02 0.00
H -2.604965 3.892772 -4.033799 -0.02 0.01 0.00
Se -0.545718 3.384741 1.732243 -0.13 -0.08 0.02
Se 0.043853 4.324987 3.776784 0.02 0.13 -0.05
Te -4.428947 3.977142 1.720374 -0.06 0.01 -0.04
Se -2.588756 2.236313 1.990081 0.05 0.21 0.14
C 4.732460 5.376838 4.327946 0.00 0.02 -0.01
C 3.525585 4.583306 4.800831 -0.08 0.01 0.03
S 3.999599 2.914401 5.153377 0.05 -0.05 0.05
O 4.481353 2.308719 3.933496 0.00 -0.06 -0.03
O 4.874614 2.908318 6.309694 -0.02 -0.01 -0.01
C 2.463573 2.130168 5.612562 0.04 0.04 0.03
C 2.517052 0.616836 5.408642 -0.03 -0.02 0.03
N 2.162157 0.221326 4.049991 0.10 0.05 -0.02
C 0.945387 0.446394 3.493568 -0.12 -0.10 0.03
N 0.979093 0.264508 2.172848 0.14 0.03 0.06
C 2.263030 -0.065579 1.867278 -0.08 -0.03 -0.03
C 3.003638 -0.115147 3.003985 0.02 0.20 -0.01
N 4.328520 -0.601845 3.119694 -0.18 -0.51 -0.04
O 4.944351 -0.781986 2.080662 0.05 0.19 0.07
O 4.746232 -0.923292 4.226187 0.05 0.20 -0.02
C -0.235835 0.818583 4.297866 -0.06 -0.04 0.03
H 4.428518 6.400858 4.112800 -0.01 0.00 0.00
H 5.138844 4.941251 3.416284 0.00 -0.01 0.00
H 5.516258 5.395641 5.085253 0.01 0.00 0.01
H 2.720084 4.529307 4.060914 0.05 0.00 -0.03
H 3.094672 4.979339 5.722540 0.04 0.02 0.01
H 1.661966 2.611326 5.032699 0.02 -0.03 -0.01
H 2.322317 2.361522 6.668411 -0.02 0.02 0.00
H 1.800651 0.152709 6.084560 0.03 -0.02 0.01
H 3.498388 0.209174 5.631333 -0.02 0.01 -0.02
H 2.579032 -0.276069 0.866306 0.01 0.05 -0.04
H -0.107039 0.532986 5.341830 -0.02 -0.04 -0.01
H -1.108933 0.315332 3.883612 0.02 -0.02 0.00
H -0.407116 1.899924 4.256477 0.04 -0.03 0.00
O 0.892420 0.854310 -2.553521 0.06 0.03 -0.05
C 1.563326 1.173467 -1.578105 0.01 0.11 0.00
O 1.225933 1.102975 -0.348338 -0.60 -0.15 -0.14
H 2.586976 1.573506 -1.738618 0.00 0.02 0.04
Se -1.881783 -1.257794 1.959162 -0.29 0.07 0.09
```
Forces are in eV/Å.

Properties
net charge = -2
LUMO = 3.823 eV
Kohn-Sham gap = 5.399 eV
spin multiplicity = 1
relative energy (zero: lowest compared OMol25 entry of this formula, charge and spin) = 14.1 kJ/mol

=====

Record 2
One molecule with the formula C3H4F3N. Source: the Open Molecules 2025 dataset; level of theory: ωB97M-V/def2-TZVPD.

The geometry in XYZ format:
```
11
Properties=species:S:1:pos:R:3:forces:R:3
C 0.360584 0.892185 -1.766344 -0.13 -0.46 -4.04
C 0.081758 0.358861 0.455898 0.81 -1.24 2.05
C -0.403145 -0.726088 1.401048 2.11 1.30 -0.13
N -0.187443 0.173887 -0.848832 2.52 1.47 2.01
F 0.606173 -1.274488 2.181626 -0.38 -0.07 -1.07
F -1.142356 -0.131522 2.354630 -1.38 -0.92 -0.17
F -0.985873 -1.787655 0.731778 -0.20 1.19 1.08
H 0.225433 0.599393 -2.880116 0.18 0.69 2.32
H 1.072591 1.631810 -1.445222 -0.11 0.25 -0.19
H 1.008741 0.937542 0.841942 -2.00 -0.89 -1.08
H -0.636462 -0.673926 -1.026408 -1.42 -1.32 -0.79
```
Forces are in eV/Å.

Properties
net charge = 0
LUMO (alpha / beta) = 0.648 / 0.648 eV
Kohn-Sham gap (alpha / beta) = 8.277 / 8.278 eV
spin multiplicity = 1
relative energy (zero: lowest compared OMol25 entry of this formula, charge and spin) = 192.3 kJ/mol

=====

Record 3
A 14-piece molecular cluster, C4H39N2O15 overall. Source: the Open Molecules 2025 dataset; level of theory: ωB97M-V/def2-TZVPD.

The geometry in XYZ format:
```
60
Properties=species:S:1:pos:R:3:forces:R:3
N -1.754706 -0.391939 2.303241 -0.63 -0.40 -0.31
C -0.438373 -0.609517 1.658675 0.40 0.06 -0.13
C -0.492116 -0.297651 0.170746 0.08 -0.02 0.05
N -1.039153 1.025216 -0.156267 -0.08 -0.24 0.30
C -0.161871 2.149629 0.183171 -0.16 0.31 -0.60
C -0.684605 2.978308 1.343456 0.73 0.25 0.60
O -0.538299 2.346274 2.574354 -0.34 -0.31 0.43
H -2.518347 -0.890800 1.753651 0.26 0.05 0.09
H -1.971731 0.605404 2.314727 0.05 0.14 0.18
H -1.793254 -0.758132 3.250867 0.18 0.15 0.08
H 0.296150 0.002836 2.163684 0.04 0.09 0.00
H -0.128993 -1.641022 1.790812 -0.16 -0.12 0.04
H -1.104119 -1.052228 -0.322771 -0.13 0.05 -0.05
H 0.529214 -0.422295 -0.209070 0.05 0.02 0.06
H -1.210462 1.032008 -1.152017 0.06 0.09 -0.16
H 0.858709 1.827447 0.387510 0.01 -0.16 0.26
H -0.053106 2.809317 -0.682549 -0.24 -0.01 0.00
H -1.748355 3.220198 1.281872 0.00 -0.08 -0.30
H -3.231279 -2.092360 -0.027051 -0.33 0.27 0.19
H -4.112037 -0.907841 0.569923 0.11 -0.08 -0.20
O -3.600020 -1.703025 0.793452 0.14 -0.19 -0.01
H -3.006735 -3.565088 -1.877110 0.08 0.03 -0.16
H -1.820296 -2.530758 -2.091357 -0.37 -0.31 -0.23
O -2.397231 -2.975823 -1.422114 0.23 0.25 0.19
H 2.903271 1.007689 -0.637265 0.18 0.35 0.43
H 3.290703 2.255946 0.239978 -0.02 -0.18 -0.30
O 3.281322 1.274735 0.230003 -0.07 -0.02 -0.22
H 2.258908 0.704767 3.147820 0.00 0.20 -0.05
H 2.514044 1.547464 1.905383 -0.22 -0.03 0.27
O 2.049048 1.573476 2.769088 0.21 -0.28 -0.01
H 3.011608 -0.391427 1.138891 -0.08 -0.42 0.18
H 2.451697 -1.853376 1.043081 0.14 0.32 0.24
O 2.603475 -1.110733 1.659877 0.01 0.14 -0.31
H -0.821492 -2.220385 -4.250955 -0.05 0.08 0.39
H 0.180143 -2.060353 -3.033284 -0.17 0.03 -0.30
O -0.777269 -1.875487 -3.343687 0.26 -0.15 -0.10
H 0.928416 -3.465455 0.139350 0.25 -0.21 0.14
H 2.410400 -3.973751 0.030350 0.02 -0.14 0.03
O 1.852830 -3.199441 -0.082579 -0.21 0.10 -0.17
H 0.396163 2.062977 2.755562 -0.10 0.26 -0.48
H 0.099063 4.570126 2.209117 -0.22 -0.14 -0.11
O 0.074365 4.192169 1.317658 0.03 -0.05 0.04
H -0.952540 -4.724174 0.880749 -0.01 0.05 -0.05
H -1.303290 -3.601735 -0.157188 0.04 -0.32 0.25
O -0.687449 -3.852995 0.567743 -0.13 0.24 -0.18
H -2.934797 1.200160 0.307347 0.05 -0.05 0.04
H -4.370065 1.766320 0.516104 -0.08 0.03 0.03
O -3.797564 1.028111 0.742260 0.01 0.13 -0.07
H 1.322291 0.858179 -2.580947 0.20 -0.12 -0.03
H 2.823401 0.915006 -2.956498 0.07 -0.02 0.04
O 2.218833 0.566444 -2.290685 -0.23 0.13 -0.15
H 2.850329 4.727669 -0.191564 -0.07 0.07 0.09
H 1.720192 4.052797 0.679807 0.29 0.21 -0.23
O 2.590254 3.913635 0.245503 -0.07 -0.17 0.08
H 1.759368 -2.627243 -1.779764 0.26 0.32 -0.18
H 1.981919 -1.235575 -2.521706 0.05 -0.52 0.12
O 1.690356 -2.168532 -2.647993 -0.22 0.20 0.19
H -0.599636 -0.118378 -3.333911 0.03 0.23 -0.22
H -0.563901 1.275456 -4.068375 -0.05 -0.05 -0.02
O -0.333406 0.827739 -3.249094 -0.09 -0.08 0.29
```
Forces are in eV/Å.

Properties
net charge = +1
LUMO = -2.390 eV
Kohn-Sham gap = 10.240 eV
spin multiplicity = 1
relative energy (zero: lowest compared OMol25 entry of this formula, charge and spin) = 0.0 kJ/mol

=====

Record 4
A 6-piece molecular cluster, C36H27F13IO overall. Source: the Open Molecules 2025 dataset; level of theory: ωB97M-V/def2-TZVPD.

The geometry in XYZ format:
```
78
Properties=species:S:1:pos:R:3:forces:R:3
O -1.675447 2.241230 1.453551 0.01 0.35 -0.02
C -1.903452 1.096768 1.625255 -0.14 0.04 -0.04
F -0.989730 0.374556 2.356744 0.15 -0.24 0.10
C -3.041710 0.225408 1.169645 -0.03 -0.21 -0.44
C -4.262897 0.830194 0.515230 0.40 0.53 0.52
I -3.674651 1.698171 -1.396298 -0.35 -0.21 0.65
C -4.913069 1.847776 1.401802 -0.20 -0.30 -1.31
F -4.654458 3.180616 1.110819 0.06 0.07 0.54
F -4.585418 1.646985 2.720219 -0.05 0.06 -0.02
C -6.470910 1.794572 1.336998 0.05 0.52 0.66
F -6.938869 2.401023 0.223718 0.19 -0.37 0.09
F -6.968184 2.501894 2.410977 -0.04 -0.11 -0.30
C -7.137905 0.403554 1.444757 -0.51 0.21 -0.24
F -6.769034 -0.226252 2.562729 0.17 -0.07 -0.12
F -6.951141 -0.380589 0.395025 0.06 -0.04 0.10
F -8.478684 0.606533 1.528700 0.11 -0.05 0.10
H -2.593518 -0.465475 0.449514 0.14 -0.10 0.08
H -3.305841 -0.395945 2.027840 -0.08 0.00 0.07
F -0.790127 3.401854 -1.688248 0.16 0.01 -0.07
C -0.499303 4.664223 -1.355838 0.00 0.13 -0.01
C -0.156930 5.557821 -2.354072 0.05 -0.01 -0.11
C 0.151185 6.864985 -2.005689 0.00 -0.02 0.08
C 0.118933 7.260724 -0.674898 0.02 0.04 0.01
C -0.229363 6.344628 0.309409 0.00 0.03 -0.13
C -0.545619 5.036603 -0.027532 -0.12 0.01 0.17
H -0.131894 5.225782 -3.383305 -0.03 -0.02 0.01
H 0.416437 7.576577 -2.776825 0.01 0.00 -0.02
H 0.361207 8.281017 -0.407063 0.00 0.00 0.00
H -0.257073 6.647901 1.347680 -0.02 -0.01 0.02
H -0.834465 4.312741 0.720375 -0.08 -0.06 -0.02
F 4.277455 0.887087 3.245292 0.02 0.11 0.02
C 3.664295 1.822256 2.473556 -0.07 0.12 -0.10
C 2.297078 1.759236 2.298660 -0.01 -0.13 0.11
C 1.683886 2.722973 1.510860 0.05 0.09 -0.08
C 2.441106 3.721070 0.909211 0.10 -0.06 0.02
C 3.816073 3.756738 1.097987 -0.08 -0.04 0.03
C 4.439422 2.803248 1.890953 0.16 0.01 0.01
H 1.719902 0.972432 2.767372 -0.03 0.01 -0.01
H 0.611722 2.687789 1.369955 0.01 -0.05 0.02
H 1.959534 4.465930 0.292868 0.00 0.02 -0.01
H 4.408183 4.530129 0.626404 0.02 0.01 0.01
H 5.508448 2.815505 2.058324 0.00 -0.03 0.01
F 1.351250 -2.299243 2.090489 -0.01 0.00 0.00
C 2.450810 -2.868684 2.615481 0.13 -0.08 0.06
C 2.659323 -4.220149 2.425973 -0.11 -0.10 -0.06
C 3.798828 -4.802463 2.962501 0.04 0.14 0.09
C 4.701894 -4.032685 3.682800 0.04 -0.03 0.01
C 4.467980 -2.675169 3.863276 0.00 -0.09 -0.04
C 3.337619 -2.081273 3.323891 -0.07 0.01 0.02
H 1.940524 -4.801059 1.864622 0.00 0.03 -0.03
H 3.982582 -5.857757 2.814235 -0.02 -0.01 -0.02
H 5.588695 -4.490177 4.101572 0.01 0.00 0.00
H 5.168731 -2.072362 4.425547 0.00 0.03 -0.01
H 3.143871 -1.028563 3.446276 -0.03 0.03 0.00
F -3.967319 0.319542 -4.131685 0.03 -0.06 -0.50
C -4.600074 -0.835240 -4.369437 -0.08 -0.12 0.08
C -4.621292 -1.794890 -3.375050 0.05 -0.05 0.13
C -5.282471 -2.988874 -3.619015 -0.01 0.03 -0.10
C -5.902439 -3.213520 -4.842005 -0.02 -0.04 0.00
C -5.866064 -2.234954 -5.825375 0.02 -0.03 0.07
C -5.215287 -1.031841 -5.590946 0.01 0.06 -0.09
H -4.132202 -1.594295 -2.431335 -0.04 0.08 0.01
H -5.315894 -3.746668 -2.847646 0.01 0.00 0.02
H -6.415057 -4.148708 -5.026207 0.00 0.00 0.00
H -6.346732 -2.406710 -6.779747 -0.01 0.02 -0.01
H -5.181425 -0.251517 -6.339369 0.02 0.02 0.02
F 3.752297 -5.858109 0.050090 -0.03 -0.14 -0.07
C 4.844000 -5.361029 -0.563037 0.10 0.13 -0.03
C 5.818282 -6.231328 -1.007753 -0.01 -0.14 0.02
C 6.937861 -5.708773 -1.639197 -0.02 0.09 0.01
C 7.069786 -4.337392 -1.807545 0.03 0.00 -0.01
C 6.076633 -3.483438 -1.346297 0.04 -0.08 -0.02
C 4.949264 -3.993889 -0.720872 -0.09 0.11 0.05
H 5.696701 -7.295979 -0.859698 -0.03 0.01 0.00
H 7.708911 -6.376142 -2.000336 0.00 -0.02 0.01
H 7.946005 -3.934529 -2.297546 0.00 0.01 0.00
H 6.178422 -2.414106 -1.471938 -0.02 0.01 0.00
H 4.160812 -3.348295 -0.357378 0.00 -0.02 0.03
```
Forces are in eV/Å.

Properties
net charge = -1
LUMO = 2.176 eV
Kohn-Sham gap = 5.710 eV
spin multiplicity = 1

=====

Number 1: E_tot -13038.4384 hartree. Number 2: E_tot -470.9794 hartree. Number 3: E_tot -1413.8313 hartree. Number 4: E_tot -3059.2605 hartree.